{
  "formula": "C21H36AlBClF4LiN4O14PS2",
  "method": "wB97M-V/def2-TZVPD",
  "de_lowest_kj_mol": 105.0,
  "homo_lumo_gap_ev": 1.02,
  "lumo_energy_ha": -0.139,
  "charge": -1,
  "e_homo_ev": -4.80,
  "species": ["Cl", "S", "S", "P", "Al", "F", "F", "F", "F", "O", "O", "O", "O", "O", "O", "O", "O", "O", "O", "O", "O", "O", "O", "N", "N", "N", "N", "C", "C", "C", "C", "C", "C", "C", "C", "C", "C", "C", "C", "C", "C", "C", "C", "C", "C", "C", "C", "C", "B", "Li", "H", "H", "H", "H", "H", "H", "H", "H", "H", "H", "H", "H", "H", "H", "H", "H", "H", "H", "H", "H", "H", "H", "H", "H", "H", "H", "H", "H", "H", "H", "H", "H", "H", "H", "H", "H"],
  "positions_angstrom": [[-1.73087, -5.08227, -2.16009], [-5.41684, -1.69324, 7.17505], [-7.92328, -2.33930, 7.53676], [-1.40139, -2.78241, 3.64025], [2.05007, 0.65015, 4.37852], [-7.82918, -2.86849, 6.03652], [-4.62850, -0.30173, 7.25365], [-3.94469, -5.09166, -1.61850], [6.45407, 7.15579, -4.15759], [0.94092, -2.28993, -1.73459], [1.89172, 0.48572, -8.14364], [1.89525, -1.16249, -6.62555], [-9.27660, -1.84793, 7.58622], [-7.66656, -3.52614, 8.31088], [-5.21225, -2.03970, 5.78288], [-4.68657, -2.47501, 8.13906], [0.43814, -1.14164, -8.36719], [3.88926, 6.52200, -2.87029], [4.14805, 7.45453, -4.78905], [1.23474, 5.77040, 5.10352], [-2.22362, -0.20132, 2.41632], [-1.29224, 4.46196, 0.63911], [-2.08931, -2.47270, 5.19051], [2.12724, 0.07689, -2.85679], [-6.84602, -1.18893, 7.58884], [-0.27812, -0.03823, 3.94674], [3.91358, 6.49738, -4.08823], [3.17258, 2.79369, -5.98912], [0.24056, 4.08108, 3.80993], [1.38210, -0.69741, -7.66067], [3.11319, 2.88848, -4.60686], [-1.46040, -3.59607, 0.77608], [3.69595, 5.14014, -6.13603], [3.34922, 4.10368, -3.97797], [2.18274, -1.80802, -1.24172], [3.67131, -1.73941, -3.32870], [3.45994, 3.91727, -6.75608], [1.03181, -3.44661, -2.55198], [-0.29997, 6.16074, 1.92629], [0.33537, 6.49088, 3.05175], [-1.59257, -5.19554, 0.70539], [3.64373, 5.22121, -4.74843], [-0.71369, 4.76608, 1.65826], [2.97498, -0.93886, -2.23240], [-0.52251, -3.11080, 1.97415], [0.65466, 5.47633, 4.07874], [-2.85917, -2.87924, 0.68895], [-0.39376, 3.74976, 2.68676], [-1.35245, -0.89692, 3.28611], [-1.09514, -5.42876, 3.03771], [-0.91104, -3.32948, -0.17085], [2.88582, 2.00599, -4.02235], [-1.67276, 0.21188, 1.72947], [-2.13996, -5.65078, 1.59866], [4.17813, -2.61578, -2.91352], [0.48185, 3.35092, 4.57571], [0.64473, 7.50599, 3.26433], [1.74073, 0.67533, -2.12915], [0.20351, -0.71063, 4.56045], [-2.10351, -5.41066, -0.28715], [4.42480, -1.12413, -3.82305], [-2.47492, -3.68530, 3.35082], [-0.54101, 6.88963, 1.16331], [1.31063, -0.39919, -3.23726], [-0.83073, 0.62689, 4.50895], [2.98204, -2.07695, -4.10358], [1.26947, 0.51101, -8.89783], [-0.70352, 2.73334, 2.47401], [1.83174, -4.11780, -2.22478], [3.91991, 6.01028, -6.73866], [-2.79679, -1.87493, 0.19033], [-0.52660, -5.56300, 0.59835], [1.16808, -3.17242, -3.59923], [0.07389, -3.97733, -2.46588], [3.30327, 4.16451, -2.89851], [-0.25899, -3.33940, 4.33265], [2.79231, -2.63747, -0.85770], [3.75664, -0.42664, -1.65987], [1.92818, -1.18171, -0.37795], [0.12942, -2.23528, 1.67331], [3.50347, 3.83988, -7.83584], [-3.01453, -2.14467, 5.11374], [-3.41961, -2.80617, 1.65220], [2.99223, 1.83739, -6.46779], [0.21818, -3.96206, 2.15906], [-3.50055, -3.50470, 0.00215]]
}